C11H22N2O2Si | ωB97M-V with the def2-TZVPD basis set

Structure (XYZ):
```
38
Properties=species:S:1:pos:R:3
N -0.447 0.488 2.613
N -0.682 -1.135 -2.040
O -0.373 0.398 1.260
O -0.384 -1.450 -0.731
C -3.948 -0.130 -0.884
C -2.714 0.274 -0.547
C 0.543 1.040 3.250
C 0.331 -0.562 -2.567
C 0.416 1.309 4.681
C 1.642 -0.456 -1.894
C 2.591 0.735 1.738
C 0.768 -1.130 -4.926
C 1.739 1.687 2.574
C 0.350 -0.043 -3.979
C -2.156 -1.731 1.692
Si -1.386 -0.682 0.397
H -4.609 0.289 -1.629
H -4.317 -1.027 -0.366
H -2.398 1.248 -0.880
H 0.499 2.399 4.974
H -0.455 0.950 5.096
H 1.216 0.804 5.273
H 1.653 0.565 -1.431
H 2.537 -0.496 -2.521
H 1.720 -1.220 -1.156
H 3.266 1.261 1.004
H 3.144 0.154 2.467
H 1.997 0.136 1.059
H 0.108 -2.056 -4.919
H 0.680 -0.792 -5.930
H 1.802 -1.326 -4.712
H 1.306 2.438 1.935
H 2.364 2.263 3.311
H -0.672 0.295 -4.232
H 1.006 0.849 -4.015
H -2.418 -0.830 2.266
H -1.646 -2.243 2.450
H -3.072 -2.272 1.317
```

Properties
E_HOMO (eV): -9.07
LUMO level (eV): 0.9
Net charge: 0
Energy above the lowest of the compared OMol25 structures with the same formula, charge and spin (eV): 3.9520
2S+1: 1
Electronic energy (Eh): -981.73856
Structure (SMILES): C=C[Si@](C)(O/N=C(/C)CC)O/N=C(\C)CC



C11H22N4O4 | ωB97M-V with the def2-TZVPD basis set

Structure (XYZ):
```
41
Properties=species:S:1:pos:R:3
C -1.628 -2.161 -1.477
C -1.021 -0.876 -0.838
C -2.211 -2.099 -2.986
C -1.141 -1.343 -3.727
C -1.860 -0.215 -4.277
C 0.184 -0.272 1.331
C -1.113 -0.540 2.285
C 0.384 1.215 0.875
C 1.346 1.811 1.953
C 2.647 0.907 2.106
C 4.047 1.721 2.717
H -3.559 -2.152 -0.495
H -2.194 -2.137 0.800
H -0.836 -2.811 -1.378
H -2.976 -1.280 -3.102
H -2.495 -3.152 -3.443
H -0.234 -1.113 -2.962
H -0.897 -2.050 -4.396
H -2.668 1.489 -3.815
H -1.787 0.628 -2.460
H -0.401 -2.354 0.398
H 1.067 -0.578 1.957
H 0.917 1.223 -0.063
H -0.602 1.591 0.842
H 1.737 2.883 1.611
H 0.965 1.878 2.978
H 3.006 0.177 1.067
H 2.377 0.241 3.243
H 4.823 0.786 2.364
H 4.086 1.846 3.983
H 4.824 3.609 2.755
H 4.249 2.936 1.158
H -1.551 1.301 3.128
N -2.606 -2.554 -0.317
N -1.854 0.849 -3.410
N -0.040 -1.182 0.141
N 4.051 3.024 2.284
O -1.528 0.284 -0.714
O -2.215 -0.082 -5.454
O -1.476 -1.788 2.191
O -1.818 0.339 3.146
```

Properties
E_HOMO (eV): -9.15
LUMO level (eV): 0.2
Net charge: 0
Energy above the lowest of the compared OMol25 structures with the same formula, charge and spin (eV): 10.6114
2S+1: 1
Electronic energy (Eh): -952.02358



C11H22N6O5Pt | ωB97M-V with the def2-TZVPD basis set

Structure (XYZ):
```
45
Properties=species:S:1:pos:R:3
O 0.504 -0.229 -3.339
H 1.042 -0.353 -4.142
Pt -0.247 0.305 0.096
N 1.331 0.689 1.198
N 0.744 1.657 -0.956
O 1.768 -0.002 2.323
O 0.408 2.066 -2.219
C 2.117 1.712 0.873
C 1.787 2.274 -0.377
C 3.193 2.070 1.825
C 2.505 3.382 -1.046
H 3.774 1.198 2.149
H 2.779 2.551 2.724
H 3.879 2.789 1.368
H 1.842 3.944 -1.713
H 3.362 3.011 -1.629
H 2.895 4.055 -0.273
H 1.269 -0.842 2.320
H 0.464 1.208 -2.786
O -2.225 2.068 1.645
H -1.920 2.556 2.435
H -2.529 2.774 1.044
C 0.853 -1.219 -2.336
H -0.006 -1.883 -2.216
H 1.073 -0.708 -1.365
H 1.743 -1.788 -2.647
O 2.648 -3.771 0.179
H 3.257 -3.312 0.781
H 2.152 -4.384 0.748
N -3.620 -1.672 -1.194
C -3.610 -0.855 -2.320
C -2.553 0.005 -2.181
N -1.919 -0.294 -0.985
C -2.581 -1.301 -0.397
C -2.171 -1.677 0.913
N -1.135 -1.002 1.435
C -1.061 -1.294 2.789
C -2.058 -2.188 3.078
N -2.755 -2.417 1.901
H -4.246 -2.444 -0.976
H -4.338 -0.951 -3.105
H -2.195 0.796 -2.818
H -0.351 -0.814 3.438
H -2.315 -2.678 4.000
H -3.554 -3.028 1.756
```

Properties
E_HOMO (spin up / spin down) (eV): -4.10 / -7.18
LUMO level (spin up / spin down) (eV): 0.5 / 0.5
Net charge: 0
Energy above the lowest of the compared OMol25 structures with the same formula, charge and spin (eV): 0.0000
2S+1: 3
Electronic energy (Eh): -1256.24000
Expectation value of S²: 2.02



C11H22NOP | ωB97M-V with the def2-TZVPD basis set

Structure (XYZ):
```
36
Properties=species:S:1:pos:R:3
C -1.004 2.894 0.140
C -1.399 1.896 0.884
C 0.489 3.143 -0.311
C 1.538 2.175 0.248
C -2.606 1.371 1.451
C -1.682 -1.240 -1.284
C 0.611 -0.597 -2.434
C 0.018 -2.546 1.471
C 2.289 -2.078 0.553
C -0.368 -0.391 -1.204
C 0.759 -1.932 0.304
N 0.265 -0.606 0.063
O 1.152 0.255 2.408
P 0.617 0.664 1.093
H -1.597 3.495 -0.442
H 0.720 3.346 -1.437
H 0.724 4.115 0.081
H 2.108 1.852 -0.607
H 2.040 2.622 1.120
H -3.260 2.256 1.607
H -2.647 0.790 2.407
H -3.002 0.635 0.748
H -2.487 -0.742 -1.913
H -1.585 -2.229 -1.547
H -2.070 -1.296 -0.308
H 0.124 -0.301 -3.303
H 0.967 -1.569 -2.640
H 1.583 0.046 -2.326
H 0.362 -3.543 1.484
H 0.291 -2.121 2.504
H -1.085 -2.481 1.370
H 2.788 -2.573 -0.298
H 2.556 -2.541 1.453
H 2.877 -1.072 0.515
H -0.569 0.674 -1.127
H 0.485 -2.373 -0.722
```

Properties
E_HOMO (eV): -8.04
LUMO level (eV): 0.8
Net charge: 0
Energy above the lowest of the compared OMol25 structures with the same formula, charge and spin (eV): 2.4525
2S+1: 1
Electronic energy (Eh): -903.58833



C11H22O10 | ωB97M-V with the def2-TZVPD basis set

Structure (XYZ):
```
43
Properties=species:S:1:pos:R:3
O 1.777 -3.794 0.079
C 1.367 -2.703 0.281
O 1.586 -2.011 1.459
C 1.423 -0.666 1.158
O 1.933 0.185 1.812
C 0.640 -0.549 -0.093
C 0.031 0.733 -0.546
O -0.785 1.242 0.494
C -2.130 1.321 0.160
O -2.640 0.020 0.061
C -3.892 -0.034 -0.599
C -4.359 -1.469 -0.660
O -4.439 -2.001 0.653
C 0.617 -1.769 -0.623
O 0.057 -2.250 -1.739
H -0.570 0.548 -1.442
H 0.802 1.472 -0.777
H -2.618 1.886 0.958
H -2.274 1.846 -0.801
H -4.642 0.576 -0.086
H -3.787 0.342 -1.629
H -3.683 -2.055 -1.291
H -5.351 -1.476 -1.127
H -4.122 -2.906 0.645
H 0.151 -1.624 -2.464
C 5.385 1.806 0.873
O 4.318 1.021 0.362
H 6.184 1.778 0.134
H 5.089 2.848 1.022
H 5.770 1.406 1.814
H 3.596 1.024 1.000
C 7.295 -0.548 -1.938
O 7.203 0.848 -2.190
H 8.341 -0.822 -2.060
H 6.982 -0.798 -0.921
H 6.698 -1.129 -2.645
H 6.281 1.103 -2.086
C -6.166 1.006 2.414
O -6.565 1.077 1.050
H -5.269 0.392 2.446
H -5.936 1.994 2.821
H -6.931 0.532 3.034
H -7.370 1.597 0.985
```

Properties
E_HOMO (eV): -10.21
LUMO level (eV): -0.5
Net charge: 0
2S+1: 1
Electronic energy (Eh): -1184.65143
Structure (SMILES): O=C1OC(=O)C(COCOCCO)=C1O.CO.CO.CO



C11H22O2 | ωB97M-V with the def2-TZVPD basis set

Structure (XYZ):
```
35
Properties=species:S:1:pos:R:3
C 2.302 -1.686 3.819
H 3.331 -1.947 4.056
C 1.936 -2.157 2.417
C 0.498 -1.797 2.053
C 0.144 -2.248 0.638
C -1.296 -1.924 0.237
C -1.622 -0.435 0.118
H -1.407 0.078 1.056
H -2.695 -0.343 -0.066
C -0.888 0.277 -1.026
C 0.557 0.566 -0.693
O 1.498 0.313 -1.399
O 0.704 1.198 0.479
H 1.642 1.380 0.641
H -0.895 -0.354 -1.921
C -1.572 1.617 -1.352
C -0.951 2.324 -2.555
C -1.681 3.622 -2.874
H -2.727 3.426 -3.101
H -1.230 4.113 -3.733
H -1.637 4.303 -2.027
H -0.989 1.661 -3.422
H 0.101 2.539 -2.356
H -1.516 2.264 -0.474
H -2.627 1.424 -1.560
H -1.506 -2.404 -0.722
H -1.971 -2.362 0.978
H 0.281 -3.331 0.573
H 0.834 -1.796 -0.075
H 0.373 -0.716 2.142
H -0.185 -2.268 2.764
H 2.615 -1.703 1.691
H 2.066 -3.240 2.353
H 1.653 -2.150 4.558
H 2.193 -0.607 3.901
```

Properties
E_HOMO (eV): -10.24
LUMO level (eV): 0.8
Net charge: 0
Energy above the lowest of the compared OMol25 structures with the same formula, charge and spin (eV): 0.0543
2S+1: 1
Electronic energy (Eh): -582.84416
Structure (SMILES): CCCCCC[C@@H](CCC)C(=O)O



C11H23BFN2O7S | ωB97M-V with the def2-TZVPD basis set

Structure (XYZ):
```
46
Properties=species:S:1:pos:R:3
O 2.973 1.523 0.679
C 3.130 0.317 0.896
O 4.203 -0.122 1.686
C 2.095 -0.731 0.302
C 1.031 -1.035 1.451
C 0.052 -2.259 1.154
N -1.305 -1.834 0.596
C -1.185 -1.022 -0.665
C -1.196 0.555 -0.479
N -2.123 1.112 0.541
C -2.948 0.097 1.258
B -4.410 -0.159 0.528
O -4.531 -0.814 -0.728
O -5.611 0.333 1.158
C -2.188 -1.251 1.652
S -3.344 -2.549 2.367
O -2.428 -3.458 3.148
O -3.994 -3.374 1.312
F -4.449 -1.824 3.400
H 4.435 0.643 2.253
H 2.576 -1.707 -0.022
H 1.632 -0.278 -0.636
H 0.375 -0.130 1.711
H 1.634 -1.242 2.403
H -0.057 -2.916 2.068
H 0.560 -2.892 0.343
H -1.750 -2.737 0.315
H -2.034 -1.366 -1.355
H -0.228 -1.348 -1.194
H -0.136 0.877 -0.187
H -1.404 1.033 -1.492
H -2.806 1.677 0.006
H -3.233 0.583 2.262
H -5.500 -0.975 -0.833
H -5.316 0.968 1.850
H -1.501 -0.982 2.531
C 4.725 3.444 -3.727
C 3.383 2.900 -3.315
O 2.362 3.237 -3.882
C 3.353 1.920 -2.172
H 4.593 4.137 -4.560
H 5.179 3.983 -2.893
H 5.374 2.628 -4.049
H 3.746 2.390 -1.270
H 3.942 1.035 -2.425
H 2.322 1.614 -1.986
```

Properties
E_HOMO (eV): -11.47
LUMO level (eV): -4.4
Net charge: +1
Energy above the lowest of the compared OMol25 structures with the same formula, charge and spin (eV): 2.7382
2S+1: 1
Electronic energy (Eh): -1591.78086



C11H23BiO3P2 | ωB97M-V with the def2-TZVPD basis set

Structure (XYZ):
```
40
Properties=species:S:1:pos:R:3
C -2.139 0.665 -3.301
C -3.016 -0.340 -3.644
C -3.604 -1.312 -2.821
C -3.558 -1.436 -1.425
C -2.932 -0.640 -0.496
Bi -1.696 0.976 -1.184
P -0.248 3.263 -1.749
H -1.852 1.427 -4.043
H -3.345 -0.480 -4.694
H -4.200 -2.081 -3.321
H -3.031 -0.826 0.574
H -4.125 -2.320 -1.074
H -0.647 4.276 -0.820
H -0.621 3.800 -3.017
H 1.182 3.284 -1.759
C 2.829 2.699 0.824
C 3.189 1.372 0.206
O 2.284 0.342 0.721
P 0.739 0.155 0.142
O -0.091 0.183 1.561
C 0.445 0.581 2.865
C 0.860 -0.683 3.562
O 0.809 -1.400 -0.297
C 0.012 -2.480 0.259
C 0.999 -3.572 0.584
H 1.776 2.939 0.652
H 3.427 3.490 0.368
H 3.032 2.697 1.902
H 3.060 1.380 -0.878
H 4.214 1.072 0.430
H 1.274 1.293 2.755
H -0.401 1.089 3.334
H 1.590 -1.210 2.935
H 1.316 -0.495 4.536
H -0.021 -1.318 3.705
H -0.538 -2.135 1.145
H -0.709 -2.745 -0.516
H 1.775 -3.174 1.242
H 0.497 -4.407 1.073
H 1.468 -3.928 -0.337
```

Properties
E_HOMO (spin up / spin down) (eV): -6.49 / -6.49
LUMO level (spin up / spin down) (eV): 0.1 / 0.1
Net charge: 0
Energy above the lowest of the compared OMol25 structures with the same formula, charge and spin (eV): 0.5386
2S+1: 1
Electronic energy (Eh): -1555.80811